Entry 1:
The following is a quantum chemistry calculation of the ion C9H15O3SSi with charge -1 at a distorted geometry, from the OMol25 dataset.

```
29
Properties=species:S:1:pos:R:3:forces:R:3:nbo_charge:R:1
S -0.323288 1.548011 -0.645778 -0.4 1.4 0.1 2.332
Si 0.690774 -0.685542 -1.464017 0.8 -2.1 -0.3 1.729
O 0.297042 2.858283 -0.605648 0.1 -0.3 -0.1 -0.978
O -1.765106 1.550089 -0.527909 0.1 -0.3 0.0 -0.975
O 0.070618 0.833340 -1.988139 -0.2 0.6 0.2 -1.012
C -0.602487 -1.993599 -0.869865 0.4 0.3 -0.1 -1.094
C -2.159845 -0.027971 2.780715 0.0 0.1 0.0 -0.387
C 0.752412 -1.301927 -3.337868 -0.1 0.2 0.4 -1.110
C 0.499299 0.327298 0.314568 -0.4 0.5 -0.6 -0.605
C -1.016088 2.154642 2.524992 0.5 0.2 0.1 -0.228
C 2.579036 -0.977734 -1.146363 -0.5 0.1 -0.1 -1.093
C 0.699015 0.581800 1.597608 0.1 -0.1 0.1 -0.271
C 0.241089 1.840035 2.204647 -0.1 0.4 0.4 -0.186
C -2.169465 1.272682 2.511911 -0.4 -0.3 0.1 -0.195
H -3.058148 -0.622032 2.760710 -0.2 0.0 0.0 0.187
H 1.373720 -0.655126 -3.955149 0.2 0.2 -0.1 0.204
H 1.004691 2.608810 2.290456 -0.1 0.1 0.0 0.207
H 2.985395 -0.405101 -0.320154 0.0 0.1 0.2 0.215
H 3.166277 -0.760387 -2.031422 0.1 0.0 -0.3 0.215
H 1.278718 -0.095720 2.223032 0.0 -0.1 0.0 0.194
H -0.257226 -3.001776 -1.080184 0.1 -0.3 -0.2 0.210
H -1.230872 3.178953 2.809656 0.1 0.1 0.0 0.197
H -1.241799 -0.547808 2.998826 0.2 -0.1 0.1 0.189
H 2.723558 -2.030066 -0.923821 0.0 -0.4 0.1 0.215
H -0.829992 -1.928018 0.189942 0.0 0.0 0.2 0.217
H -3.113418 1.765019 2.310573 -0.1 -0.1 -0.1 0.198
H -1.533803 -1.850768 -1.411159 -0.2 0.1 -0.2 0.227
H 1.168829 -2.305565 -3.402412 0.1 -0.3 0.0 0.193
H -0.228935 -1.329822 -3.807750 -0.3 0.0 0.0 0.205
```
Positions in Å, forces in eV/Å.

The calculation puts the total energy at -34431.90810 eV. As for the total charge: -1. Its LUMO energy is 3.5582 eV. Its energy above the lowest of the compared OMol25 structures with the same formula, charge and spin is 0.0 kJ/mol.


Entry 2:
The following is a quantum chemistry calculation of a structure of composition C9H15O7Rb2 at a distorted geometry, from the OMol25 dataset.

```
33
Properties=species:S:1:pos:R:3:forces:R:3:lowdin_charge:R:1
Rb 0.706711 -3.968983 3.238789 -0.3 0.6 -0.1 0.940
Rb -2.068396 -5.483129 0.322843 -0.2 0.6 0.1 0.964
O -1.429532 -3.054955 1.647392 0.6 -1.2 -0.1 -0.705
O -0.107846 3.862318 -0.102123 0.0 0.0 -0.1 0.173
O 4.361623 0.037414 0.082688 0.0 -0.4 -0.1 0.099
O -1.840212 2.621953 0.625431 0.0 -0.2 -0.3 0.073
O 4.734196 0.087496 2.300548 0.2 0.2 0.5 0.193
O 2.865185 -0.851993 1.462172 -0.1 -0.3 0.1 0.041
O -1.567079 2.950744 -1.560890 0.2 0.2 0.1 0.069
C -2.878353 1.801136 0.017475 0.4 0.8 0.4 -0.285
C -1.078386 3.216419 -0.316609 -0.1 -0.2 0.0 -0.556
C 4.069027 -0.205458 1.374611 -0.4 0.0 -0.6 -0.559
C 2.547711 -1.389403 0.176634 0.1 0.1 0.1 -0.096
C -1.416684 -1.857466 0.948459 0.0 0.0 0.3 -0.401
C 3.333861 -0.499326 -0.781089 0.0 0.4 0.1 -0.300
C 3.936838 -1.200506 -1.966611 0.3 -0.5 -0.2 -0.018
C -2.734676 2.172624 -1.475933 -0.8 -1.1 0.4 -0.103
C -4.174149 2.193524 0.683749 -0.5 0.1 -0.4 -0.023
H 1.471399 -1.366304 0.031356 0.0 0.1 0.0 0.114
H -4.546674 3.130902 0.264151 0.1 0.1 0.2 0.091
H -0.718832 -1.850356 0.086500 -0.1 0.0 -0.1 0.043
H -1.103464 -1.002317 1.577600 -0.1 0.0 -0.1 0.068
H -2.643480 1.268535 -2.079929 0.2 0.1 -0.1 0.129
H -4.009859 2.321620 1.749932 0.0 -0.1 0.1 0.090
H 4.276365 -2.212053 -1.719144 -0.1 0.1 0.1 0.086
H 4.812657 -0.678016 -2.346948 -0.1 0.2 0.0 0.095
H -2.632294 0.764860 0.244756 0.1 -0.1 -0.2 0.124
H 2.726896 0.347318 -1.110188 0.0 0.0 0.1 0.161
H -4.965748 1.456857 0.529129 0.1 -0.1 0.0 0.088
H 3.209648 -1.283868 -2.774369 0.0 0.0 0.0 0.091
H 2.906816 -2.424863 0.133059 0.0 0.0 -0.1 0.130
H -2.415765 -1.600168 0.558032 0.0 0.1 -0.1 0.052
H -3.627512 2.695430 -1.821469 0.2 0.4 -0.1 0.130
```
Positions in Å, forces in eV/Å.

The calculation puts the total energy at -25213.99602 eV. As for the total charge: +1. Its LUMO energy is -4.0835 eV. Its energy above the lowest of the compared OMol25 structures with the same formula, charge and spin is 0.0 kJ/mol.


Entry 3:
The following is a quantum chemistry calculation of a cluster of 2 separate species, C9H15OP2 in total at a distorted geometry, from the OMol25 dataset.

```
27
Properties=species:S:1:pos:R:3:forces:R:3:nbo_charge:R:1
P -3.149762 -2.515827 0.998257 -2.1 1.1 -0.9 -0.052
P -1.722727 -1.672868 -0.449571 2.7 1.7 1.3 0.839
O -2.634188 -1.567452 -1.735496 -1.1 -0.4 -1.5 -0.995
C -1.184746 2.034167 1.525674 2.5 -1.1 1.9 -0.221
C 3.252565 -1.629790 0.328546 -3.4 -2.4 -2.4 -0.617
C -1.278750 0.662470 1.249708 -0.5 -0.7 -0.3 -0.253
C -1.543468 2.558867 -0.808182 0.7 1.7 -1.9 -0.210
C 2.684147 0.760721 -0.466278 0.7 -0.7 0.4 0.311
C -1.628747 1.237389 -1.070367 -0.7 -3.1 0.6 -0.236
C -1.153756 2.920901 0.493632 -0.4 3.0 -0.8 -0.220
C -1.552150 0.241988 -0.024120 -0.4 -0.4 -1.4 -0.303
C 3.451734 -0.460039 -0.650320 -1.9 -0.5 0.5 -0.613
H -1.644058 3.290023 -1.750157 0.4 -1.4 2.6 0.239
H -1.775731 0.830102 -2.053867 -0.3 0.2 -0.5 0.226
H 3.067543 -0.959465 -1.607688 0.2 1.1 0.2 0.390
H 2.110149 -1.657682 0.554084 2.1 0.2 0.5 0.239
H -2.983152 -3.788001 0.493571 0.3 -0.7 -0.2 0.013
H -1.119487 -0.178202 1.926064 -0.2 0.8 0.8 0.212
H 4.472850 -0.247076 -0.823109 1.3 0.5 -0.8 0.301
H -3.591930 -1.612876 -1.646982 -0.2 0.2 0.1 0.509
H 3.935603 -1.639901 1.136939 0.3 0.0 0.9 0.250
H -0.749445 2.257401 2.537327 -0.9 0.3 -1.0 0.227
H 3.300604 -2.677909 -0.267286 0.5 2.5 1.4 0.256
H 2.920075 1.687635 -0.998948 0.0 -0.4 -0.2 0.225
H 1.897422 0.875791 0.302366 0.0 -0.4 -0.5 0.238
H -2.559957 -2.742744 2.196753 1.2 0.0 0.9 0.017
H -0.820626 3.992367 0.609453 -0.7 -1.2 0.4 0.229
```
Positions in Å, forces in eV/Å.

The calculation puts the total energy at -30189.72195 eV. As for the total charge: +1. Its LUMO energy (alpha / beta) is -7.6290 / -7.6282 eV. Its energy above the lowest of the compared OMol25 structures with the same formula, charge and spin is 429.5 kJ/mol.


Entry 4:
The following is a quantum chemistry calculation of a cluster of 2 separate species, C9H16BF3O3P in total at a distorted geometry, from the OMol25 dataset.

```
33
Properties=species:S:1:pos:R:3:forces:R:3:nbo_charge:R:1
P 0.583174 2.573897 1.173284 -0.3 -0.1 -1.5 0.474
F 0.039156 0.191871 -1.850290 0.0 -0.6 0.0 -0.286
F -2.094130 -0.024463 -1.733472 0.2 -0.8 -0.1 -0.301
F -1.077002 -0.404885 -3.595667 0.0 -0.5 0.1 -0.323
O 0.321639 1.677648 3.884791 0.4 -0.1 0.3 -0.935
O -1.352627 -2.572988 -0.944887 -0.1 0.5 -0.3 -0.529
O 0.114967 -2.618346 -2.649941 -0.2 0.6 0.1 -0.483
C -0.796751 -2.031094 -1.856535 0.4 -1.2 0.2 0.693
C -1.832124 1.125463 1.281975 0.5 0.4 -0.6 -0.624
C 1.217862 4.295709 0.659522 0.3 0.2 0.3 -0.918
C -0.610886 -4.912890 -2.965369 -0.3 0.1 -0.1 -0.636
C 0.418409 -3.986979 -2.348823 0.1 -0.6 0.0 -0.078
C 2.295443 0.717152 2.552528 0.6 -0.1 -0.4 -0.130
C -0.984563 -0.567406 -2.256336 -0.2 2.0 -0.2 0.897
C 3.006637 -0.217108 2.193387 -0.3 -0.1 -1.1 -0.442
C -1.312844 2.633177 1.381817 -0.1 -0.2 -0.2 -0.677
B 1.385234 2.056667 2.890449 -0.3 -1.0 0.9 0.017
H 2.320359 4.301905 0.913757 -1.2 0.0 -0.1 0.225
H 1.173915 4.445232 -0.462978 -0.3 -0.1 1.3 0.205
H -1.599073 -4.744383 -2.533261 0.1 0.0 0.1 0.223
H -1.737189 3.177460 0.482919 0.5 -0.4 1.0 0.197
H 2.047367 2.931024 3.374339 0.6 0.4 -0.1 -0.082
H -1.212178 0.629674 0.477011 -0.7 0.5 0.9 0.207
H -1.628239 3.153994 2.326444 0.1 -0.6 -0.8 0.209
H 0.835816 1.380802 4.656752 -0.6 0.1 -0.4 0.454
H 0.721371 5.141248 1.215282 0.5 -0.6 -0.6 0.196
H -1.661589 0.536208 2.220778 -0.3 0.7 -0.8 0.228
H -0.696126 -4.730554 -4.039028 0.1 -0.1 0.0 0.210
H -2.898674 1.088357 0.913438 0.9 0.0 0.7 0.183
H 1.400502 -4.190142 -2.778323 -0.1 0.3 -0.1 0.191
H 0.501038 -4.138250 -1.270745 -0.2 0.2 0.0 0.205
H 3.447021 -0.961376 1.491173 -0.5 0.9 1.4 0.214
H -0.335916 -5.956609 -2.803981 0.0 0.1 0.0 0.214
```
Positions in Å, forces in eV/Å.

The calculation puts the total energy at -33852.43745 eV. As for the total charge: -1. Its LUMO energy is 2.5711 eV.


Entry 5:
The following is a quantum chemistry calculation of a cluster of 2 separate species, C9H16ClN2 in total at a distorted geometry, from the OMol25 dataset.

```
28
Properties=species:S:1:pos:R:3:forces:R:3:nbo_charge:R:1
Cl -2.791637 -1.696566 1.838359 -0.7 0.2 0.2 0.168
N 1.189329 1.256885 1.708549 -0.6 0.1 0.5 -0.275
N -0.659230 0.706421 0.260368 1.1 0.6 1.4 -0.598
C -0.293474 -2.420511 0.725360 -0.7 1.0 -0.5 0.048
C 0.269912 1.111776 1.028349 1.2 0.0 0.5 0.743
C 0.882441 -2.918788 -0.035440 0.9 0.6 0.5 -0.494
C 0.177835 2.033930 -1.635179 -1.7 0.8 -0.8 -0.615
C -1.388371 -1.995078 1.070774 2.1 -1.3 -0.1 -0.242
C 0.462033 -3.567359 -1.339959 -2.7 -1.6 1.0 -0.597
C 2.211670 1.621369 2.614195 1.8 -2.0 0.1 -0.445
C -0.966998 1.317161 -0.991372 -3.5 -0.9 -2.5 -0.045
C -2.174542 2.284450 -0.797525 1.9 -1.0 5.3 -0.588
H 2.828360 2.279734 2.041986 0.5 0.8 0.2 0.254
H -0.309952 2.815884 -2.298552 1.1 -0.5 1.1 0.248
H -1.811755 3.205471 -0.176500 -0.7 -1.6 -0.9 0.206
H 0.954151 -4.492857 -1.645133 0.6 0.6 0.1 0.239
H -3.004543 1.760449 -0.253286 0.8 0.6 -0.3 0.223
H 1.338149 -3.682397 0.524014 0.3 -1.2 1.3 0.253
H -2.543326 2.648319 -1.640931 -1.4 1.4 -4.0 0.218
H 0.766077 2.375704 -0.813715 0.9 1.2 0.0 0.196
H 0.430096 -2.820909 -2.056821 0.1 1.0 -1.9 0.208
H 1.959361 1.930048 3.603012 -1.1 1.0 0.2 0.254
H -0.937945 -0.178453 0.639806 -1.0 -1.3 -0.6 0.469
H -1.335000 0.429650 -1.633453 0.6 1.4 0.8 0.227
H 1.792197 -2.227760 -0.099078 -1.7 -0.2 -0.2 0.237
H 2.848739 0.727262 2.877311 -0.6 0.6 -0.9 0.252
H 0.735389 1.427840 -2.293966 0.9 -0.9 -0.5 0.235
H -0.628965 -3.931678 -1.221174 1.6 0.7 -0.1 0.221
```
Positions in Å, forces in eV/Å.

The calculation puts the total energy at -25084.25294 eV. As for the total charge: +1. Its LUMO energy is -2.9258 eV. Its energy above the lowest of the compared OMol25 structures with the same formula, charge and spin is 497.9 kJ/mol.


Entry 6:
The following is a quantum chemistry calculation of a structure of composition C9H16F3IN2O4PTeY, from the OMol25 dataset.

```
38
Properties=species:S:1:pos:R:3:forces:R:3:nbo_charge:R:1
I -4.209981 0.481646 4.361677 0.1 0.0 -0.1 0.193
Te -0.237070 -2.635733 -0.169832 -0.2 -0.4 -0.1 -0.459
Y 1.417297 -0.305064 0.954570 0.5 0.3 0.0 2.069
P -0.618818 -0.604972 -1.319488 0.2 0.2 0.1 2.051
F 3.261496 0.437876 -0.280766 -0.2 0.0 0.0 -0.492
F 3.355048 -1.539635 0.774468 -0.2 0.0 0.1 -0.521
F 3.136424 -1.415382 -1.401376 0.2 0.1 0.0 -0.372
O 0.086679 -0.554915 -2.734357 0.0 0.1 -0.1 -0.832
O -0.031611 0.568542 -0.536779 0.1 -0.2 -0.1 -1.205
O 2.323551 0.676559 2.562676 -0.1 0.0 0.1 -1.023
O -2.165082 -0.410790 -1.566112 -0.2 -0.1 0.0 -0.835
N -0.084849 0.757961 3.635630 0.1 0.0 -0.1 -0.308
N -0.394754 0.005335 2.568935 -0.1 0.0 0.1 -0.400
C -2.238355 0.437362 3.750564 -0.1 0.1 0.1 -0.308
C -3.300547 1.575060 -0.769889 0.0 0.0 0.0 -0.633
C -1.160651 1.044756 4.370218 0.0 0.0 0.0 -0.037
C -1.707717 -0.198948 2.627741 0.0 0.0 0.0 -0.032
C -0.012001 -1.625363 -3.695390 0.0 0.0 0.0 -0.065
C -2.700421 0.877237 -1.968134 0.0 0.1 0.0 -0.063
C 3.651409 0.823115 3.014125 -0.1 0.1 0.0 -0.233
C 0.950000 -1.328212 -4.819271 0.0 0.0 0.0 -0.624
C 3.983076 -0.878822 -0.486617 0.0 -0.1 -0.2 0.596
H 3.851782 1.865244 3.280251 0.0 0.0 0.0 0.164
H -4.071932 0.951479 -0.317451 0.0 0.0 0.0 0.216
H -2.532759 1.783507 -0.025330 0.0 0.0 0.0 0.224
H 0.696271 -0.389146 -5.310137 0.0 0.0 0.0 0.213
H -1.912103 1.475234 -2.427742 0.0 0.0 0.0 0.189
H 1.967709 -1.261541 -4.437094 0.0 0.0 0.0 0.227
H 0.242861 -2.562394 -3.196108 0.0 0.0 0.0 0.200
H 0.912837 1.012029 3.679427 0.0 0.0 0.0 0.473
H -3.453907 0.655747 -2.721742 0.0 0.0 0.0 0.193
H 4.376431 0.526931 2.251596 0.0 0.0 0.0 0.178
H -2.204329 -0.791854 1.876349 0.0 0.0 0.0 0.244
H -1.042114 -1.687815 -4.052776 0.0 0.0 0.0 0.179
H -3.753638 2.517250 -1.080665 0.0 0.0 0.0 0.219
H 3.823607 0.205690 3.901255 0.0 0.0 0.0 0.161
H -1.105859 1.643288 5.262863 0.0 0.0 0.0 0.237
H 0.902017 -2.131262 -5.555287 0.0 0.0 0.0 0.217
```
Positions in Å, forces in eV/Å.

The calculation puts the total energy at -54645.58811 eV. Its LUMO energy is 0.2845 eV. Its energy above the lowest of the compared OMol25 structures with the same formula, charge and spin is 14.6 kJ/mol.